Entry 1:
The following is a quantum chemistry calculation of a cluster of 2 separate species, C5H15NO2 in total at a distorted geometry, from OMol25.

XYZ file:
```
23
Properties=species:S:1:pos:R:3:forces:R:3:lowdin_charge:R:1
C -2.259393 2.374957 0.266499 1.121 -2.690 1.333 -0.107
N -1.130994 1.727838 -0.451289 -1.436 -0.498 0.371 -0.290
C -1.096365 2.200752 -1.825137 -1.990 -1.763 -1.618 -0.125
C -1.048160 0.249033 -0.234013 -0.934 -0.138 1.425 -0.239
C 0.423338 -0.050214 -0.139976 1.217 -3.048 2.576 -0.153
C 0.840118 -1.673821 -0.136009 -1.931 3.820 0.516 -0.247
O 0.184501 -2.255965 -1.189935 0.079 -1.335 -1.332 -0.068
H -2.031460 3.407837 0.451245 -0.250 0.439 0.068 0.076
H -3.251480 2.158287 -0.102360 -0.429 0.489 -1.101 0.071
H -2.333136 1.764418 1.197330 0.332 1.164 0.050 0.075
H -1.007435 1.317688 -2.609294 0.450 1.689 1.565 0.111
H -2.165468 2.569699 -2.083311 1.803 0.034 0.135 0.093
H -0.324287 2.961087 -1.928795 -0.177 0.020 -0.512 0.069
H -1.516420 -0.434598 -1.009338 0.196 1.061 0.586 0.125
H -1.550455 0.007027 0.787703 0.682 0.375 -1.803 0.134
H 0.823373 0.429901 -0.993170 1.235 0.462 -0.763 0.076
H 0.874706 0.300840 0.848047 -0.579 0.229 -1.506 0.126
H 0.358876 -2.142117 0.688442 -0.007 -0.130 1.265 0.096
H 1.911136 -1.753535 -0.045120 0.533 -0.288 -0.427 0.097
H 0.484373 -1.820558 -1.978355 0.090 0.109 -0.827 0.081
O 4.941135 -3.786557 3.556493 1.146 -0.330 0.319 -0.056
H 4.507198 -3.015937 3.200723 -0.709 -0.187 -0.053 0.023
H 4.366301 -4.536073 3.729622 -0.439 0.518 -0.267 0.033
```
Forces are in eV/Å.

## Properties
SMILES   CN(C)CCCO.O
Total charge   0



Entry 2:
The following is a quantum chemistry calculation of a cluster of 3 separate species, C5H15NO2 in total at a distorted geometry, from OMol25.

XYZ file:
```
23
Properties=species:S:1:pos:R:3:forces:R:3:lowdin_charge:R:1
C -2.123449 0.673412 0.174087 1.376 0.139 -1.293 -0.082
C -1.194811 0.065950 -0.938619 -1.375 -0.660 -0.304 -0.206
C 0.062774 0.840034 -0.856591 3.824 -0.934 1.665 -0.355
C 0.444662 1.912093 -1.782478 0.189 2.619 -2.080 -0.108
C 1.059974 0.518892 0.050669 -1.034 0.584 -0.765 -0.133
N 2.318818 1.214067 0.245183 -1.259 -2.010 -0.876 0.052
H -3.139702 0.511016 -0.019037 -1.680 -0.255 -0.285 0.050
H -1.819209 0.111938 1.024389 0.297 0.484 0.862 0.015
H -1.938571 1.754041 0.290044 -0.080 -0.533 0.087 0.093
H -1.077526 -1.036736 -0.724401 0.180 1.088 -0.002 0.111
H -1.659421 0.054653 -1.973725 0.553 0.503 1.124 0.122
H 1.474160 1.733834 -2.244939 -1.359 0.215 0.553 0.103
H 0.454420 2.979969 -1.430374 0.494 -0.916 0.766 0.082
H -0.285553 2.168605 -2.579892 0.260 -1.163 -0.039 0.075
H 0.956866 -0.367039 0.671601 -0.027 0.151 0.003 0.087
H 2.849729 0.777090 0.967610 0.281 -0.491 0.310 0.062
H 2.272691 2.161137 0.483602 -0.484 1.707 -0.028 0.051
O 1.709844 -2.806449 0.161816 0.457 0.671 -2.245 -0.137
H 0.811926 -2.425516 0.337956 1.299 -0.358 -0.905 0.020
H 2.065008 -2.575449 -0.798859 -1.784 -0.410 3.172 0.109
O -1.926925 -1.592424 2.307124 0.787 4.261 -2.979 -0.044
H -2.609620 -0.971465 1.887423 1.249 -1.795 1.249 0.062
H -2.345181 -2.245852 2.758390 -2.166 -2.899 2.011 -0.027
```
Forces are in eV/Å.

## Properties
SMILES   CC/C(C)=C/N.O.O
Total charge   0



Entry 3:
The following is a quantum chemistry calculation of a cluster of 2 separate species, C5H15NO2 in total at a distorted geometry, from OMol25.

XYZ file:
```
23
Properties=species:S:1:pos:R:3:forces:R:3:lowdin_charge:R:1
C -2.267828 0.841854 0.925395 0.345 -0.959 1.209 -0.090
N -0.867957 0.423561 0.699971 -0.127 0.537 -0.885 -0.243
C 0.056590 1.558822 0.814499 -0.733 0.654 -0.240 -0.109
C -0.715259 -0.211688 -0.622718 0.930 -0.028 -0.913 -0.226
C -0.410828 -1.715225 -0.552061 -0.637 0.594 0.439 -0.167
C 1.074090 -2.062308 -0.446604 -0.649 -0.440 0.434 -0.247
O 1.843777 -1.210139 0.402299 -0.333 0.410 -0.246 -0.079
H -2.537115 0.529893 1.942895 -0.110 0.171 -0.056 0.078
H -2.445562 1.917438 0.891567 0.063 0.047 -0.518 0.077
H -2.917943 0.270972 0.269313 -0.165 0.290 -0.173 0.075
H -0.339446 2.330602 1.478509 0.100 -0.392 0.459 0.080
H 1.047005 1.256472 1.140726 0.081 0.013 0.043 0.068
H 0.128432 2.096486 -0.138710 0.297 -0.137 -0.070 0.085
H 0.105450 0.259473 -1.181905 0.126 0.005 0.351 0.100
H -1.529483 -0.008790 -1.328868 -0.461 -0.111 0.535 0.115
H -0.954932 -2.081773 0.324801 0.159 -0.120 0.038 0.111
H -0.865733 -2.231425 -1.399806 0.262 -0.053 -0.131 0.110
H 1.529401 -2.044008 -1.434057 0.208 -0.084 0.066 0.119
H 1.078279 -3.062388 -0.002520 0.468 -0.211 -0.450 0.110
H 1.255804 -0.926287 1.111827 -0.004 -0.026 0.138 0.072
O 2.476674 1.437503 -1.354899 0.339 0.190 0.481 -0.070
H 3.100217 1.893215 -0.767858 -0.126 0.001 -0.422 0.048
H 2.156357 0.737745 -0.771803 -0.035 -0.354 -0.089 -0.017
```
Forces are in eV/Å.

## Properties
SMILES   CN(C)CCCO.O
Total charge   0



Entry 4:
The following is a quantum chemistry calculation of a cluster of 3 separate species, C5H15NO2 in total at a distorted geometry, from OMol25.

XYZ file:
```
23
Properties=species:S:1:pos:R:3:forces:R:3:lowdin_charge:R:1
C -0.806107 1.759274 1.902038 1.355 -1.410 -0.026 -0.090
C -0.710567 0.614731 0.879545 -1.340 2.252 -0.506 -0.103
C -0.338101 0.835109 -0.388150 0.132 -1.591 1.233 -0.328
C 0.236330 2.129412 -0.918168 -0.204 -0.455 -0.407 -0.035
N -0.335520 -0.412149 -1.190937 1.379 1.418 -0.625 -0.091
C 1.100060 -0.740902 -1.553112 -0.633 0.462 -0.402 -0.077
H -1.409114 1.459170 2.753914 -0.257 0.226 -0.060 0.064
H -1.075267 2.732698 1.504265 -0.268 -0.120 -0.056 0.064
H 0.223752 1.826390 2.277325 -0.162 0.448 0.292 0.077
H -1.233786 -0.301540 1.110257 0.396 -0.306 0.117 0.097
H 1.264872 1.976364 -1.240044 0.051 0.112 -0.050 0.066
H -0.332343 2.467603 -1.789203 0.032 -0.038 -0.055 0.087
H 0.246554 2.952138 -0.208306 -0.133 -0.224 0.201 0.069
H -0.705532 -0.153557 -2.103181 -0.406 -0.176 0.022 0.112
H 1.546200 0.181738 -1.917424 0.454 -0.144 -0.055 0.054
H 1.088106 -1.432921 -2.390728 -0.001 -0.254 0.109 0.084
H 1.697515 -1.144193 -0.739398 -0.394 -0.053 0.222 0.080
O -0.722715 -2.981995 -0.408098 0.238 0.770 -0.215 -0.100
H -1.448802 -3.230326 0.152053 -0.663 -0.183 0.171 0.025
H -0.837133 -2.005216 -0.628800 0.156 -0.813 0.188 0.010
O 1.184155 -2.383620 1.667909 -0.475 -0.351 -0.057 -0.078
H 1.033244 -1.487699 1.969113 -0.060 0.230 0.075 0.008
H 0.334199 -2.660498 1.259121 0.803 0.202 -0.118 0.005
```
Forces are in eV/Å.

## Properties
SMILES   C/C=C(\C)NC.O.O
Total charge   0



Entry 5:
The following is a quantum chemistry calculation of a cluster of 2 separate species, C5H15NO2 in total at a distorted geometry, from OMol25.

XYZ file:
```
23
Properties=species:S:1:pos:R:3:forces:R:3:lowdin_charge:R:1
C 0.704613 -0.029551 2.614111 -0.761 -2.877 0.957 -0.148
C 0.170301 0.954707 1.651860 -0.146 2.961 0.169 -0.293
C 1.079225 1.266698 0.438372 0.916 -2.236 1.293 -0.174
C 1.458992 -0.088810 -0.175695 0.710 -0.348 -2.488 -0.244
N 0.416275 -0.563314 -1.069860 -0.680 -0.843 -0.536 -0.059
C -0.357361 -1.702702 -0.637877 -1.390 0.113 1.344 -0.336
O -1.243077 -2.120790 -1.651272 0.109 0.320 -0.102 -0.056
H 0.082197 -0.017765 3.543201 0.746 0.268 -0.479 0.087
H 1.754221 0.130712 2.832961 0.145 0.005 0.237 0.078
H 0.570186 -1.122248 2.286768 0.416 1.492 0.155 0.088
H -0.864283 0.696828 1.404984 0.178 0.063 -0.403 0.098
H 0.124095 1.911265 2.241243 -0.358 -0.550 -0.525 0.116
H 2.031978 1.753679 0.702719 -0.453 0.020 0.488 0.114
H 0.643163 1.897172 -0.317101 -0.368 0.116 -0.264 0.077
H 2.346990 0.030957 -0.837057 -0.174 0.224 0.542 0.109
H 1.703725 -1.006955 0.395861 0.008 1.201 0.688 0.114
H -0.211610 0.156491 -1.406108 -0.038 -0.031 0.238 0.086
H 0.259315 -2.561121 -0.378443 0.684 0.177 0.138 0.112
H -1.012639 -1.514489 0.297797 0.684 -0.118 -1.308 0.134
H -0.695928 -2.150930 -2.447101 -0.156 -0.055 -0.072 0.087
O -1.924465 1.924810 -1.183285 0.172 0.037 -0.014 -0.049
H -1.903583 2.168285 -0.250538 -0.014 -0.028 -0.065 0.033
H -1.073177 2.219542 -1.529495 -0.228 0.090 0.009 0.027
```
Forces are in eV/Å.

## Properties
SMILES   CCCCNCO.O
Total charge   0



Entry 6:
The following is a quantum chemistry calculation of a cluster of 2 separate species, C5H15NO2 in total at a distorted geometry, from OMol25.

XYZ file:
```
23
Properties=species:S:1:pos:R:3:forces:R:3:lowdin_charge:R:1
C 2.568687 2.403633 1.820612 0.760 -0.504 0.258 -0.121
C 2.344874 0.936671 1.368461 -0.626 1.753 0.682 -0.269
C 1.368707 0.848586 0.200052 0.483 -1.672 0.481 -0.194
C 1.019944 -0.638445 -0.104354 -0.384 0.197 -0.793 -0.225
N -0.398325 -0.873157 0.231207 0.450 -0.435 -1.368 -0.064
C -0.957216 -2.088545 -0.337466 0.240 -0.288 3.310 -0.239
O -0.843720 -3.198211 0.601903 -0.185 -1.326 -0.868 -0.099
H 2.935888 2.368693 2.850776 -0.254 0.251 0.058 0.064
H 1.697599 3.051482 1.752139 -0.121 -0.121 0.034 0.068
H 3.396215 2.858878 1.273570 -0.194 0.097 -0.297 0.064
H 3.352399 0.536518 1.272991 -0.222 -0.566 -0.497 0.105
H 1.838929 0.449764 2.207714 0.271 -0.324 -0.005 0.102
H 1.661456 1.435363 -0.664150 0.208 -0.126 -0.222 0.108
H 0.413426 1.217989 0.539103 -0.183 0.635 0.106 0.097
H 1.102461 -0.858502 -1.167438 -0.080 0.280 -0.232 0.103
H 1.693811 -1.390644 0.321044 0.142 0.334 0.561 0.114
H -0.539041 -0.907656 1.226387 -0.120 0.219 0.306 0.102
H -2.032138 -1.962036 -0.431237 0.015 0.049 -0.822 0.111
H -0.383738 -2.506257 -1.146662 -0.256 0.668 -0.925 0.114
H -0.633316 -3.049056 1.517545 0.058 0.878 0.229 0.059
O -4.433309 2.000320 -3.257405 -0.192 -0.067 0.304 -0.058
H -3.650610 1.786346 -3.766511 0.067 0.078 -0.184 0.028
H -4.926299 2.658005 -3.754531 0.123 -0.011 -0.118 0.030
```
Forces are in eV/Å.

## Properties
SMILES   CCCCNCO.O
Total charge   0



Record order is preserved below.
Relative energy (zero: lowest compared OMol25 entry of this formula, charge and spin): 66.1; 55.9; 38.6; 34.9; 38.1; 41.9 kcal/mol
Record order is preserved below.
Gap between HOMO and LUMO: 9.086; 8.575; 9.721; 10.145; 9.333; 9.961 eV
Record order is preserved below.
E_HOMO: -0.3098; -0.2890; -0.3241; -0.3447; -0.3153; -0.3330 Eh